Entry 1:
{"formula": "C18H25NO9P", "method": "wB97M-V/def2-TZVPD", "e_tot_ha": -1773.89795, "charge": 1, "multiplicity": 1, "orbital_gap_ev": 7.86, "elements": ["C", "H", "H", "C", "O", "O", "C", "H", "H", "P", "H", "C", "O", "C", "H", "H", "H", "H", "H", "C", "H", "H", "C", "H", "O", "C", "H", "H", "C", "H", "C", "H", "N", "O", "O", "C", "H", "O", "H", "C", "O", "H", "H", "H", "C", "O", "H", "C", "C", "C", "C", "C", "H", "H"], "positions_angstrom": [[4.24, -1.19, 2.78], [1.73, -2.91, 4.48], [1.25, -2.20, 0.57], [2.88, -1.62, 3.24], [3.80, -4.17, 5.51], [6.25, -3.46, 4.82], [0.77, 4.83, -3.17], [-1.38, 1.58, 0.50], [-3.76, 0.86, -0.50], [-1.47, 0.33, -0.11], [5.86, -4.12, 5.43], [0.61, -2.87, 0.02], [4.29, -0.31, 1.94], [0.05, 6.08, -3.39], [-0.99, -0.62, 0.79], [1.24, -0.49, -0.73], [-1.32, 7.89, -3.60], [-3.07, 5.13, -2.13], [-4.48, -0.56, 1.12], [-1.31, 3.86, -2.22], [6.38, -1.52, 3.02], [0.89, -0.70, -2.40], [-4.61, -2.08, -0.32], [-1.14, -2.23, -1.10], [0.54, 7.06, -3.89], [-1.40, 6.15, -2.98], [-5.30, -1.55, -0.97], [0.19, -2.76, -2.05], [5.24, -2.82, 4.26], [2.32, -0.30, 2.08], [-3.17, -0.04, -0.49], [1.23, -3.68, -0.33], [-3.74, -2.96, -1.11], [-1.99, 7.30, -3.19], [0.73, 2.61, -2.41], [0.45, -0.77, -1.42], [-3.05, -1.61, 1.05], [1.88, -0.94, 2.68], [-3.76, -2.73, -2.09], [-2.03, 5.09, -2.43], [-1.83, 2.86, -1.73], [-0.11, -3.29, 0.71], [-3.17, -0.44, -1.49], [1.81, 4.79, -3.46], [3.87, -3.27, 4.70], [-0.59, 0.27, -1.40], [0.04, 2.01, -2.06], [-3.80, -1.09, 0.47], [2.71, -2.59, 4.14], [0.13, 3.79, -2.62], [5.40, -1.85, 3.35], [-0.06, -2.18, -1.18], [-4.03, -3.93, -1.01], [-5.21, -2.67, 0.35]]}



Entry 2:
{"formula": "C3H6OS2", "method": "wB97M-V/def2-TZVPD", "e_tot_ha": -989.52853, "multiplicity": 1, "orbital_gap_ev": 9.89, "de_lowest_kj_mol": 0.0, "smiles": "CSC(=O)SC", "elements": ["H", "H", "H", "O", "S", "C", "H", "H", "C", "S", "C", "H"], "positions_angstrom": [[-0.51, -2.34, 1.36], [-1.54, -1.94, 2.77], [1.13, 0.57, -2.49], [0.80, -0.42, 0.03], [-1.63, -0.25, 1.07], [-0.83, -1.55, 2.01], [1.71, 1.75, -1.32], [0.84, 2.27, -2.77], [-0.27, 0.15, -0.01], [-0.67, 1.43, -1.16], [0.93, 1.50, -2.02], [0.04, -1.18, 2.53]]}



Entry 3:
{"formula": "C4H16NO2", "method": "wB97M-V/def2-TZVPD", "e_tot_ha": -366.99206, "charge": 1, "multiplicity": 1, "orbital_gap_ev": 11.11, "de_lowest_kj_mol": 98.3, "elements": ["H", "H", "H", "H", "C", "H", "O", "H", "H", "H", "C", "C", "H", "H", "H", "O", "N", "C", "H", "H", "H", "H", "H"], "positions_angstrom": [[2.71, 0.12, 2.13], [-2.64, 1.78, -1.01], [-0.66, 0.54, 0.07], [2.46, 1.04, -1.12], [0.52, 0.08, -1.69], [-1.63, 1.72, -2.33], [1.75, 0.20, 2.14], [-3.28, 1.11, -2.59], [1.53, 0.51, 0.10], [-2.68, -0.79, -0.92], [-0.64, -0.20, -0.75], [-1.97, -0.22, -1.52], [0.28, -1.18, 5.13], [1.19, -2.26, 5.53], [0.73, -0.81, -2.28], [0.97, -1.74, 4.74], [1.78, 0.32, -0.89], [-2.46, 1.18, -1.89], [0.37, 0.91, -2.35], [-1.79, -0.72, -2.48], [-0.43, -1.18, -0.32], [2.40, -0.49, -0.76], [1.47, 0.08, 3.06]]}



Computed values of strongest force on any atom (unit: Eh/bohr) for the preceding records, in sequence: 0.0170 0.0177 0.0383.